i.
7
Properties=species:S:1:pos:R:3 method="wB97M-V/def2-TZVPD" homo_ev="-10.49 / -10.49" multiplicity=1 lumo_ev="-2.79 / -2.79"
C 0.395 -0.193 -0.711
C -0.613 -0.129 0.056
C 0.494 0.226 0.897
F -2.694 -0.588 -0.994
H 0.709 -0.244 -1.721
H 1.147 -0.322 1.523
H 0.562 1.251 0.949

=====

ii.
7
Properties=species:S:1:pos:R:3 method="wB97M-V/def2-TZVPD" homo_ev=-8.92 multiplicity=1 lumo_ev=-0.85
C -0.343 1.685 0.145
C -0.303 0.381 0.150
C -0.144 -2.175 -0.378
F 1.013 -1.900 -1.001
H 0.413 2.216 -0.316
H -0.890 2.344 0.851
H 0.253 -2.551 0.549

=====

Of them, i has the lowest stability.

=====

i.
9
Properties=species:S:1:pos:R:3 method="wB97M-V/def2-TZVPD" homo_ev="-16.43 / -16.57" multiplicity=3 lumo_ev="-9.40 / -9.44" charge=+2 s2=2.0010
O 0.089 0.852 1.718
C 0.831 1.790 1.169
C 1.575 2.507 0.552
O -0.184 -0.241 -0.221
C -0.375 -0.163 0.976
O -0.992 -1.060 1.670
Ce -0.786 -1.673 -2.297
H 2.228 3.184 0.033
H -1.057 -0.844 2.615

=====

ii.
9
Properties=species:S:1:pos:R:3 method="wB97M-V/def2-TZVPD" homo_ev="-16.55 / -17.41" multiplicity=3 lumo_ev="-10.49 / -10.03" charge=+2 s2=2.0303
O 1.473 -1.135 0.026
C 0.283 -1.628 -0.010
C -0.781 -0.795 0.283
O -0.581 0.626 0.218
Ce 1.719 1.074 0.319
H 0.108 -2.645 -0.379
C -1.900 -0.277 -0.325
O -3.185 -0.397 -0.155
H -3.469 -1.036 0.515

=====

Of them, ii has the lowest stability.

=====

i.
9
Properties=species:S:1:pos:R:3 method="wB97M-V/def2-TZVPD" homo_ev=-9.62 multiplicity=1 lumo_ev=-0.17
C -0.927 -1.657 -0.404
N -1.219 -1.406 -1.560
O 2.163 0.366 0.865
O 0.911 0.008 -1.181
S -0.291 -2.280 0.924
S 0.862 0.188 0.261
Cl 0.404 2.802 0.991
H -1.935 -1.085 -2.071
H 0.031 3.066 2.176

=====

ii.
9
Properties=species:S:1:pos:R:3 method="wB97M-V/def2-TZVPD" homo_ev=-10.14 multiplicity=1 lumo_ev=-1.45
C -0.025 1.258 1.202
N -0.573 -0.662 0.523
O 0.018 0.233 -1.861
O 1.615 -1.030 -0.564
S -0.973 1.889 2.264
S 0.247 -0.813 -0.879
Cl 1.393 1.605 0.501
H -1.553 -0.540 0.356
H -0.149 -1.941 -1.542

=====

Of them, ii has the lowest stability.